Record 1
39
Properties=species:S:1:pos:R:3:forces:R:3:lowdin_spin:R:1 method="wB97M-V/def2-TZVPD" homo_energy_ev="-4.18 / -3.91" s2=0.7545 total_charge=-1 spin_multiplicity=2 orbital_gap_ev="6.90 / 6.41" e_above_lowest_kcal_mol=0.0
Ir -0.748 0.569 0.649 0.28 -0.36 0.04 0.23
O -2.924 0.574 1.580 0.08 0.08 -0.04 0.00
C -3.230 -0.821 1.624 0.13 -0.02 -0.08 0.00
C -2.041 -1.511 2.273 0.13 0.11 -0.01 0.00
N -0.786 -1.413 1.478 -0.41 0.16 0.00 0.00
C 0.384 -1.457 2.364 -0.04 0.14 -0.08 0.00
C 0.546 -0.101 3.102 0.00 -0.01 -0.07 0.00
O 1.071 -0.118 4.203 0.05 0.05 0.07 0.00
O 0.126 0.955 2.482 -0.05 -0.14 0.01 0.01
C -0.796 -2.315 0.317 -0.03 0.06 0.05 0.00
C -1.501 -1.698 -0.917 0.09 -0.04 0.06 0.00
O -1.904 -2.475 -1.765 -0.08 0.00 -0.11 0.00
O -1.601 -0.410 -0.964 -0.01 -0.04 0.06 0.01
H -3.314 1.016 0.810 -0.01 -0.05 0.07 0.00
H -3.425 -1.202 0.622 -0.01 -0.04 -0.01 0.00
H -4.116 -0.987 2.242 0.00 -0.01 0.02 0.00
H -2.276 -2.562 2.475 0.01 -0.03 -0.02 0.00
H -1.852 -1.013 3.226 -0.02 -0.02 -0.01 0.00
H 1.266 -1.599 1.741 0.05 0.00 0.03 0.00
H 0.322 -2.268 3.094 0.01 0.03 0.03 0.00
H -1.282 -3.267 0.551 0.01 0.00 -0.02 0.00
H 0.233 -2.525 0.031 0.00 0.02 -0.03 0.00
C 2.089 3.245 -1.429 0.02 0.00 -0.04 0.00
Ge 1.609 1.371 -1.759 0.00 0.09 -0.01 0.00
C 0.284 1.216 -3.194 0.04 0.01 0.01 0.01
C 3.276 0.534 -2.438 -0.01 0.02 0.00 0.00
C 1.115 0.341 -0.174 -0.08 0.02 0.05 -0.01
H 2.520 3.679 -2.333 0.04 0.02 -0.03 0.00
H 2.830 3.312 -0.630 0.00 -0.02 0.01 0.00
H 1.206 3.810 -1.136 0.07 -0.04 -0.02 0.00
H 0.630 1.715 -4.103 0.02 0.00 0.03 0.00
H -0.653 1.666 -2.872 -0.05 0.01 0.00 0.01
H 0.092 0.166 -3.421 0.00 -0.01 0.01 0.00
H 3.630 1.048 -3.334 0.00 0.00 -0.01 0.00
H 3.116 -0.516 -2.690 -0.02 -0.02 0.00 0.00
H 4.064 0.586 -1.683 0.00 0.00 0.00 0.00
H 1.878 0.519 0.594 -0.02 0.06 0.01 0.00
H 1.249 -0.700 -0.499 -0.01 -0.07 0.01 0.00
S -1.088 2.639 -0.117 -0.16 0.05 0.06 0.72



Record 2
32
Properties=species:S:1:pos:R:3:forces:R:3:nbo_charge:R:1 method="wB97M-V/def2-TZVPD" homo_energy_ev=-18.68 smiles="CC[C@H](C)[N+]1=C(C)CCCC1=[NH2+]" total_charge=+2 spin_multiplicity=1 orbital_gap_ev=9.53 e_above_lowest_kcal_mol=0.0
C -0.539 1.022 -1.104 0.14 -0.66 -1.41 0.60
C 1.204 -0.772 -0.953 -3.05 2.79 -0.39 0.68
C 0.186 1.666 -2.209 1.20 -1.33 -0.93 -0.51
C 1.966 -0.043 -2.017 0.82 0.23 2.80 -0.50
C 1.687 1.476 -2.109 -0.47 -1.82 -0.42 -0.38
C -1.827 1.662 -0.759 0.62 -0.33 -0.10 -0.71
C -0.255 -0.109 3.268 -2.70 -0.62 -2.16 -0.59
C -1.491 -1.734 0.588 0.68 -2.59 -0.12 -0.64
C 0.403 -0.359 1.907 -3.25 0.76 -0.62 -0.39
C -0.737 -0.474 0.800 1.99 -0.23 -0.13 -0.04
N -0.092 -0.096 -0.518 1.62 0.60 0.06 -0.38
N 1.462 -1.934 -0.505 -0.83 -2.05 3.10 -0.67
H -0.182 1.157 -3.145 0.02 0.52 0.61 0.30
H 0.022 2.709 -2.315 -0.90 0.88 0.12 0.29
H 2.983 -0.282 -1.715 0.56 0.45 -0.09 0.28
H 1.850 -0.694 -2.803 -0.52 -0.87 -2.93 0.28
H 2.155 1.915 -2.991 0.29 -0.08 0.35 0.28
H 2.029 1.893 -1.177 0.44 0.57 0.10 0.23
H -2.108 2.504 -1.390 0.20 -0.41 -0.46 0.29
H -1.465 2.156 0.133 -0.74 0.28 1.20 0.29
H -2.636 0.941 -0.658 -0.08 0.25 0.56 0.28
H -0.270 -1.100 3.652 -0.29 -0.45 1.40 0.23
H 0.211 0.607 3.889 0.46 0.57 0.59 0.25
H -1.372 0.162 3.038 2.02 -0.17 0.98 0.20
H -0.830 -2.657 0.470 -1.01 0.98 0.36 0.20
H -2.087 -1.705 -0.310 -0.04 0.25 -0.60 0.24
H -2.242 -1.948 1.331 0.12 -0.01 0.77 0.28
H 0.842 -1.292 1.893 1.47 -1.92 0.48 0.18
H 1.114 0.376 1.671 0.92 1.09 -0.63 0.22
H -1.481 0.244 0.962 -0.57 1.31 0.39 0.24
H 2.149 -2.602 -0.893 0.01 0.96 0.08 0.48
H 1.003 -2.315 0.442 0.88 1.05 -2.98 0.48



Record 3
38
Properties=species:S:1:pos:R:3:forces:R:3:nbo_charge:R:1 method="wB97M-V/def2-TZVPD" homo_energy_ev=-9.54 smiles="NCCCC[C@H](NC(=O)[C@@H](N)CC(N)=O)C(=O)O" total_charge=0 spin_multiplicity=1 orbital_gap_ev=9.97 e_above_lowest_kcal_mol=23.1
C 0.086 1.674 -1.159 -1.70 0.56 -0.86 -0.16
C -0.273 0.294 -1.646 0.49 -1.59 -0.47 0.67
C -0.179 2.658 -2.322 -1.16 -0.31 -0.49 -0.49
C -0.297 4.133 -1.937 -0.68 0.13 0.50 0.67
C -0.394 -1.130 0.552 -0.71 -1.91 -0.70 -0.16
C -0.681 0.023 1.471 -1.43 1.11 -0.76 0.77
C 1.013 -1.706 0.713 0.96 0.02 0.24 -0.41
C 1.188 -2.350 2.104 0.88 0.01 -0.65 -0.41
C 0.338 -3.554 2.414 -0.66 0.32 0.60 -0.42
C 0.282 -4.579 1.318 -0.90 -0.11 -0.33 -0.22
H 1.532 1.211 0.145 0.03 0.17 0.64 0.37
H 2.051 1.161 -1.323 0.11 -0.02 -0.88 0.37
H -0.669 1.956 -0.410 0.77 -0.06 0.46 0.23
H 0.584 2.533 -3.097 -0.15 0.00 0.09 0.24
H -1.173 2.367 -2.751 0.96 0.41 0.17 0.25
H 0.740 5.637 -1.109 0.13 -0.12 0.30 0.40
H 1.497 4.019 -0.887 -0.75 0.80 -0.56 0.42
H -0.951 -1.480 -1.505 0.20 -0.27 0.62 0.41
H -1.105 -1.986 0.885 0.77 1.56 -0.81 0.25
H 1.331 -2.454 -0.051 -0.87 0.54 0.22 0.23
H 1.771 -0.899 0.609 -0.47 -0.38 0.12 0.21
H 2.238 -2.639 2.157 0.13 -0.09 0.09 0.21
H 1.059 -1.602 2.854 -0.10 0.51 0.61 0.22
H -0.663 -3.256 2.746 -0.32 0.16 -0.59 0.19
H 0.643 -4.039 3.344 0.63 -0.12 -0.22 0.23
H 1.299 -4.832 1.012 0.01 -0.30 0.13 0.19
H -0.225 -4.227 0.393 0.28 0.30 0.40 0.16
H -1.395 -5.601 2.025 -0.18 0.62 0.19 0.35
H -0.433 -6.483 1.146 0.27 0.01 0.18 0.35
H -0.064 1.338 2.449 0.55 0.26 0.47 0.51
N 1.448 1.700 -0.730 0.78 0.31 1.29 -0.83
N 0.768 4.645 -1.279 0.97 -0.67 0.27 -0.84
N -0.716 -0.744 -0.844 -0.45 0.09 0.85 -0.62
N -0.413 -5.745 1.848 0.35 -1.28 -0.54 -0.83
O -0.107 -0.031 -2.808 -0.12 0.70 -0.60 -0.61
O -1.291 4.820 -2.156 0.70 -0.72 -0.30 -0.62
O -1.747 0.601 1.550 0.43 -0.95 -0.03 -0.58
O 0.375 0.550 2.084 0.25 0.30 0.35 -0.68



Record 4
34
Properties=species:S:1:pos:R:3:forces:R:3:nbo_charge:R:1 method="wB97M-V/def2-TZVPD" homo_energy_ev=-12.95 total_charge=+1 spin_multiplicity=1 orbital_gap_ev=7.45
S 0.631 1.040 -1.896 0.12 -0.23 -0.15 0.41
C 1.054 2.328 -2.593 0.03 -0.81 0.45 0.12
N 1.388 3.415 -3.103 -0.88 0.80 0.74 -0.63
S 0.332 4.622 -2.499 0.72 0.96 -1.58 0.88
C -1.295 4.232 -3.209 -1.42 -0.70 2.56 -0.64
C -2.163 3.486 -2.107 -1.65 -1.13 0.78 0.18
C -2.973 2.189 -2.633 1.38 1.02 -1.33 -0.36
O -3.504 3.637 -2.286 2.37 1.24 -1.35 -0.43
H 0.129 4.412 -1.158 -0.04 -0.56 -0.46 0.16
H -1.892 5.148 -3.327 0.68 0.05 -0.39 0.31
H -1.257 3.609 -4.106 0.49 0.44 -0.03 0.30
H -1.752 3.433 -1.087 -0.34 0.06 -0.26 0.21
H -3.878 2.081 -3.260 -0.54 -1.84 1.58 0.34
H -2.275 2.136 -3.526 -0.90 0.66 -0.50 0.15
C -1.123 -0.900 2.115 0.07 0.12 0.09 -0.61
C 0.366 -0.778 1.806 -0.16 -0.05 -0.12 -0.40
C 0.854 -1.794 0.773 0.16 0.09 0.00 -0.39
C 0.722 -3.261 1.188 -0.13 -0.05 0.02 -0.40
C 1.441 -3.631 2.485 0.11 -0.01 -0.11 -0.40
C 2.952 -3.439 2.413 -0.06 -0.01 0.13 -0.61
H -1.369 -1.872 2.544 -0.01 0.01 -0.03 0.21
H -1.427 -0.139 2.835 -0.05 -0.03 -0.01 0.21
H -1.722 -0.764 1.210 -0.02 -0.06 0.01 0.19
H 0.941 -0.869 2.731 0.04 0.00 -0.04 0.21
H 0.561 0.230 1.421 0.07 0.02 0.06 0.18
H 1.901 -1.578 0.536 -0.01 -0.03 -0.01 0.20
H 0.295 -1.648 -0.160 -0.03 -0.03 0.01 0.18
H 1.108 -3.885 0.377 0.01 0.00 0.02 0.21
H -0.336 -3.518 1.285 0.01 0.02 -0.02 0.20
H 1.232 -4.681 2.706 -0.04 0.03 0.02 0.21
H 1.036 -3.057 3.323 -0.03 -0.01 -0.01 0.19
H 3.384 -4.043 1.612 0.01 0.04 -0.01 0.20
H 3.418 -3.745 3.351 0.05 0.01 -0.04 0.22
H 3.221 -2.395 2.240 0.03 -0.02 -0.01 0.19



Record 5
55
Properties=species:S:1:pos:R:3:forces:R:3:nbo_charge:R:1 method="wB97M-V/def2-TZVPD" homo_energy_ev=-10.73 total_charge=0 spin_multiplicity=1 orbital_gap_ev=10.57 e_above_lowest_kcal_mol=110.9
C -2.723 1.512 5.292 -0.63 1.75 -0.41 -0.10
C -2.627 2.981 5.801 1.56 -0.98 -2.07 -0.09
O -3.346 3.025 6.968 -1.22 -0.95 2.73 -0.67
S -3.310 1.505 7.831 -2.20 0.75 -1.37 2.40
O -4.741 1.038 7.935 4.67 1.56 0.22 -0.84
O -2.398 1.557 8.995 -2.35 -0.29 -3.38 -0.81
O -2.676 0.802 6.502 0.55 -1.72 1.91 -0.68
H -2.020 1.205 4.518 0.99 -0.11 0.92 0.23
H -3.636 1.334 4.724 -0.74 0.07 0.69 0.18
H -2.942 3.646 4.997 -0.89 0.21 0.46 0.20
H -1.595 3.288 5.967 0.30 -0.33 0.24 0.17
C -0.082 -1.292 -0.675 0.41 0.04 -1.44 -0.10
C 0.632 -0.059 -0.241 0.18 0.54 -1.30 -0.12
O 1.007 -0.381 1.036 -0.55 -0.60 3.84 -0.65
S -0.356 -1.010 1.762 -0.07 1.73 2.81 2.46
O -1.283 0.110 2.139 2.23 -2.89 -1.68 -0.91
O -0.047 -1.957 2.815 -0.16 1.52 -1.99 -0.85
O -0.766 -1.786 0.455 -1.35 0.03 0.93 -0.68
H 0.660 -2.063 -0.884 -0.30 0.05 -0.77 0.22
H -0.770 -0.968 -1.456 -0.10 -0.92 -0.19 0.21
H -0.029 0.808 -0.246 0.17 0.24 -0.15 0.19
H 1.541 0.075 -0.827 -0.20 0.28 -0.03 0.24
C 3.435 4.494 -3.918 0.02 1.90 -2.03 -0.12
C 3.058 3.713 -5.177 0.07 -0.45 -0.42 -0.10
O 2.050 2.768 -4.780 -0.08 -1.44 1.75 -0.67
S 2.125 2.549 -3.114 -0.32 -0.17 -0.10 2.46
O 3.338 1.848 -2.770 -1.19 0.09 -0.51 -0.91
O 0.843 2.096 -2.507 3.52 2.12 -2.30 -0.83
O 2.511 4.136 -2.931 -0.88 -0.85 1.46 -0.65
H 3.321 5.544 -4.186 -0.67 0.22 0.55 0.21
H 4.513 4.483 -3.761 -0.15 -1.09 1.09 0.21
H 3.993 3.313 -5.568 -0.28 -0.94 -0.03 0.19
H 2.591 4.220 -6.021 -0.03 0.56 0.44 0.21
C 3.854 -0.653 -5.164 0.05 -1.90 -3.28 -0.11
C 5.072 -0.784 -4.355 1.48 1.74 1.37 -0.12
O 4.946 -1.999 -3.598 -2.40 0.32 -0.11 -0.65
S 3.267 -2.278 -3.348 2.41 -1.23 -0.26 2.43
O 3.014 -1.869 -1.965 -0.38 -0.95 -2.80 -0.86
O 2.997 -3.628 -3.898 0.20 3.63 1.78 -0.84
O 2.811 -1.129 -4.416 -2.48 -1.61 3.79 -0.67
H 3.939 -1.446 -5.907 0.19 0.48 -1.15 0.18
H 3.424 0.253 -5.590 1.09 0.37 0.08 0.23
H 5.097 0.148 -3.790 0.14 -0.34 1.28 0.19
H 6.054 -0.789 -4.827 -0.40 -0.43 -0.62 0.22
C -4.684 -2.519 1.944 -0.28 -1.18 1.74 -0.08
C -3.675 -2.756 0.875 -0.63 2.40 -1.61 -0.11
O -3.010 -3.948 1.042 1.18 -2.57 0.98 -0.67
S -3.762 -5.011 2.033 -0.89 1.74 2.95 2.47
O -2.968 -5.411 3.211 -1.33 1.37 -3.20 -0.84
O -4.527 -6.023 1.378 0.86 0.58 -0.36 -0.87
O -4.856 -3.816 2.468 -0.09 -2.98 0.79 -0.70
H -5.671 -2.216 1.594 0.27 0.32 -0.17 0.20
H -4.377 -1.958 2.827 0.25 0.69 -0.47 0.19
H -2.981 -1.916 0.869 0.14 -0.39 -0.29 0.21
H -4.234 -2.787 -0.060 0.30 -0.01 -0.32 0.18



Record 6
42
Properties=species:S:1:pos:R:3:forces:R:3:nbo_charge:R:1 method="wB97M-V/def2-TZVPD" homo_energy_ev=-7.40 total_charge=0 spin_multiplicity=1 orbital_gap_ev=7.04
C -2.634 0.310 -2.102 -0.19 -0.18 1.10 -0.70
C -1.404 0.514 -2.957 -1.11 0.25 -0.34 -0.08
O -0.370 -0.454 -2.745 1.21 0.93 -0.52 -0.29
N 0.047 -0.468 -1.456 -0.99 -0.98 -0.20 -0.03
C -0.376 -1.493 -0.739 0.40 0.07 1.02 0.23
N 0.105 -1.336 0.501 0.41 0.11 -0.39 -0.58
B -0.220 -2.315 1.613 -0.63 -0.37 0.89 1.25
O 0.562 -3.396 1.800 0.32 0.34 -0.46 -0.82
N -1.370 -2.125 2.468 -0.35 0.64 -0.37 -0.73
C -2.623 -2.480 1.744 -0.08 -0.12 0.24 -0.42
C -1.463 -0.748 2.969 0.55 0.09 -0.37 -0.41
C 0.860 -0.156 0.533 0.01 0.63 -0.08 -0.22
B 1.615 0.415 1.802 0.39 -0.31 -0.14 1.10
O 1.138 1.451 2.538 -0.37 -0.27 -0.15 -0.87
O 2.817 -0.136 2.178 -0.47 -0.17 0.48 -0.88
C 0.818 0.400 -0.723 -0.08 -0.19 0.59 0.16
C 1.385 1.654 -1.292 0.18 -0.69 -0.47 -0.44
C 2.687 2.091 -0.633 -0.42 1.18 -0.40 -0.44
C 3.184 3.413 -1.274 -0.01 -0.05 0.78 0.06
F 2.412 3.797 -2.355 0.12 -0.10 -0.34 -0.36
H -3.476 0.854 -2.526 0.02 0.16 -0.06 0.23
H -2.953 -0.748 -1.956 0.45 0.79 -0.53 0.29
H -2.434 0.724 -1.105 -0.18 0.16 0.00 0.18
H -1.046 1.537 -2.819 0.41 -0.04 0.05 0.16
H -1.637 0.411 -4.011 0.08 -0.30 -0.09 0.22
H -1.026 -2.276 -1.131 -0.28 -0.10 -0.45 0.32
H 1.273 -3.429 1.149 0.05 -0.32 -0.04 0.49
H -2.521 -2.521 0.657 0.01 -0.11 -0.09 0.21
H -3.029 -3.420 2.107 0.14 -0.22 -0.10 0.21
H -3.379 -1.727 1.947 -0.01 0.14 0.00 0.20
H -1.467 -0.004 2.161 -0.20 0.08 -0.04 0.17
H -2.357 -0.600 3.565 -0.05 -0.15 0.16 0.21
H -0.584 -0.518 3.572 -0.05 -0.03 0.25 0.19
H 1.505 1.390 3.426 0.27 0.44 0.09 0.50
H 2.906 -1.051 1.904 0.34 -0.02 -0.27 0.50
H 0.624 2.429 -1.282 0.05 0.21 0.16 0.24
H 1.586 1.455 -2.345 -0.09 0.04 -0.12 0.24
H 3.471 1.348 -0.727 -0.12 -0.32 0.20 0.22
H 2.480 2.349 0.403 0.25 -0.38 0.26 0.21
H 3.105 4.220 -0.548 0.02 0.11 0.03 0.16
H 4.228 3.332 -1.564 0.01 0.02 -0.35 0.17
Cl -2.440 -2.693 -2.747 -0.02 -0.96 0.07 -0.88



| no. | E_tot (eV) |
| --- | --- |
| 1 | -92614.952 |
| 2 | -13656.114 |
| 3 | -24845.479 |
| 4 | -35887.809 |
| 5 | -105811.163 |
| 6 | -39966.187 |